{"formula": "C15H19F6OP2RuS3", "method": "ωB97M-V/def2-TZVPD", "e_tot_ha": -3229.57363, "de_lowest_kj_mol": 24.5, "spin_multiplicity": 6, "homo_lumo_gap_ev": [6.910, 5.706], "species": ["Ru", "S", "C", "S", "S", "C", "P", "C", "C", "C", "C", "C", "C", "C", "P", "C", "C", "H", "H", "H", "H", "H", "H", "H", "H", "H", "H", "H", "H", "H", "H", "H", "H", "C", "C", "O", "C", "F", "F", "F", "C", "F", "F", "F", "H", "H", "H"], "positions_angstrom": [[0.3589, -0.0671, 0.0560], [-3.3034, -1.6521, 2.2052], [-1.7760, -1.6254, 1.5535], [-0.4968, -0.8379, 2.3417], [-1.5203, -2.2188, -0.0073], [-0.5734, -1.6865, -3.3812], [-0.1461, -0.2159, -2.3893], [1.1901, 0.5544, -3.3724], [-1.5331, 0.9508, -2.7007], [-2.1870, 0.9521, -3.9351], [-3.2149, 1.8419, -4.1995], [-3.5943, 2.7646, -3.2335], [-2.9477, 2.7795, -2.0101], [-1.9255, 1.8724, -1.7230], [-1.1467, 1.8703, -0.0617], [-2.5815, 1.9174, 1.0554], [-0.4232, 3.5376, 0.0567], [-0.5240, -1.4882, -4.4510], [-1.5712, -2.0300, -3.1079], [0.1395, -2.4720, -3.1287], [0.8239, 0.8626, -4.3525], [1.9922, -0.1760, -3.4895], [1.5808, 1.4084, -2.8229], [-1.8939, 0.2449, -4.7022], [-3.7166, 1.8176, -5.1593], [-4.3980, 3.4628, -3.4336], [-3.2497, 3.5086, -1.2657], [-3.1929, 2.8055, 0.8975], [-2.2196, 1.8973, 2.0830], [-3.1818, 1.0230, 0.8906], [-1.1640, 4.3054, -0.1652], [0.4096, 3.6033, -0.6426], [-0.0303, 3.6787, 1.0639], [4.4025, 0.9866, -1.2929], [3.4868, 0.5583, -0.1455], [2.1943, 1.0019, -0.3111], [3.5471, -0.9910, -0.0681], [2.9375, -1.5095, -1.1631], [4.7849, -1.4943, -0.0412], [2.8836, -1.4823, 0.9967], [4.0196, 1.1529, 1.1824], [4.1541, 2.4858, 1.0658], [3.1855, 0.9301, 2.2076], [5.2254, 0.6629, 1.5311], [4.0233, 0.5555, -2.2185], [5.4273, 0.6531, -1.1341], [4.3782, 2.0722, -1.3697]], "forces_ev_per_angstrom": [[0.68, 0.51, -0.04], [-0.23, -0.07, 0.14], [0.56, 0.28, -0.43], [0.03, -0.09, 0.24], [-0.25, -0.22, 0.05], [-0.02, 0.00, 0.18], [0.08, 0.30, -0.03], [-0.08, -0.11, 0.00], [-0.03, -0.06, -0.07], [-0.01, 0.03, 0.02], [0.05, -0.03, -0.01], [-0.02, 0.00, -0.01], [0.01, 0.01, -0.02], [-0.06, 0.04, 0.03], [-0.24, 0.12, -0.26], [0.08, 0.01, 0.00], [0.07, -0.14, 0.04], [-0.02, -0.02, -0.02], [0.01, -0.02, -0.03], [0.01, -0.01, -0.04], [0.03, -0.01, -0.02], [0.01, 0.03, 0.00], [0.01, 0.02, 0.00], [-0.02, 0.02, 0.02], [0.01, 0.00, 0.03], [0.04, -0.01, 0.01], [0.00, -0.05, -0.02], [-0.01, 0.01, 0.01], [-0.01, 0.01, 0.02], [-0.02, -0.01, 0.02], [0.01, 0.03, 0.00], [0.00, 0.03, 0.00], [-0.01, 0.02, 0.00], [-0.05, 0.10, 0.03], [-0.01, 0.01, 0.15], [-0.44, -0.86, 0.16], [-0.32, -0.05, -0.08], [0.10, 0.02, 0.05], [-0.03, 0.06, 0.04], [0.07, 0.07, -0.09], [-0.02, 0.04, 0.03], [-0.02, -0.06, 0.01], [0.06, 0.00, -0.06], [-0.06, 0.04, -0.03], [0.03, 0.02, 0.02], [0.00, 0.05, -0.02], [0.00, -0.04, -0.03]], "nbo_charge": [0.867, 0.197, -0.599, -0.077, -0.092, -0.952, 0.912, -0.938, -0.344, -0.138, -0.211, -0.197, -0.188, -0.327, 0.901, -0.944, -0.931, 0.228, 0.256, 0.255, 0.225, 0.243, 0.261, 0.203, 0.220, 0.221, 0.210, 0.227, 0.258, 0.260, 0.227, 0.256, 0.252, -0.639, 0.103, -0.856, 0.949, -0.337, -0.314, -0.319, 0.956, -0.326, -0.317, -0.328, 0.222, 0.230, 0.234]}

=====

{"formula": "C50H32BCo2F6O5P", "method": "ωB97M-V/def2-TZVPD", "e_tot_ha": -6031.52777, "homo_lumo_gap_ev": 3.714, "species": ["F", "C", "C", "C", "C", "C", "F", "C", "B", "C", "C", "F", "C", "C", "C", "C", "F", "C", "C", "F", "C", "C", "C", "C", "F", "H", "H", "H", "H", "H", "H", "H", "H", "H", "H", "O", "C", "Co", "C", "O", "C", "O", "C", "C", "C", "C", "C", "C", "C", "C", "C", "Co", "C", "O", "C", "O", "P", "C", "C", "C", "C", "C", "C", "C", "C", "C", "C", "C", "C", "C", "C", "C", "C", "C", "C", "H", "H", "H", "H", "H", "H", "H", "H", "H", "H", "H", "H", "H", "H", "H", "H", "H", "H", "H", "H", "H", "H"], "positions_angstrom": [[-14.4280, -10.1194, -1.0101], [-13.2333, -10.4436, -1.6090], [-13.1691, -10.2148, -2.9819], [-11.9796, -10.4908, -3.6595], [-10.8701, -10.9602, -2.9477], [-10.9994, -11.1786, -1.5815], [-9.8868, -11.6354, -0.9108], [-12.1818, -10.9817, -0.8580], [-12.2334, -11.3343, 0.7143], [-13.6718, -11.1013, 1.4108], [-14.0096, -9.9424, 2.1142], [-13.0601, -8.9539, 2.2694], [-15.2757, -9.7065, 2.6491], [-16.2685, -10.6776, 2.4960], [-15.9674, -11.8814, 1.8530], [-14.6901, -12.0529, 1.3269], [-14.4666, -13.2104, 0.6226], [-11.6578, -12.8046, 1.0688], [-11.0786, -13.0781, 2.3116], [-11.0360, -12.0760, 3.2592], [-10.5270, -14.3118, 2.6592], [-10.5539, -15.3497, 1.7277], [-11.1440, -15.1421, 0.4783], [-11.6847, -13.8896, 0.1896], [-12.3122, -13.7719, -1.0252], [-11.4704, -10.5474, 1.2179], [-14.0496, -9.8254, -3.4890], [-11.9149, -10.3358, -4.7352], [-9.9147, -11.1604, -3.4320], [-15.4632, -8.7653, 3.1648], [-17.2751, -10.4968, 2.8716], [-16.6940, -12.6820, 1.7317], [-10.0856, -14.4311, 3.6485], [-10.1244, -16.3206, 1.9701], [-11.2031, -15.9204, -0.2789], [-8.0320, -5.7544, 1.0169], [-7.4766, -6.6258, 1.5356], [-6.6915, -7.8283, 2.5095], [-8.1092, -8.7729, 3.0154], [-9.0439, -9.4226, 3.2324], [-6.1471, -8.8349, 1.1438], [-5.8826, -9.5495, 0.2742], [-5.2788, -6.9957, 3.3312], [-6.5034, -6.7398, 3.9916], [-7.2955, -5.7826, 4.5753], [-8.6747, -6.0255, 4.9192], [-9.6727, -5.0663, 4.6082], [-11.0158, -5.3637, 4.7981], [-11.3970, -6.5834, 5.3729], [-10.4156, -7.5081, 5.7475], [-9.0713, -7.2406, 5.5136], [-5.1610, -8.1285, 4.8042], [-6.0294, -9.1798, 5.8944], [-6.5307, -9.9254, 6.6368], [-3.9105, -7.3788, 5.7727], [-3.0081, -7.0226, 6.4159], [-3.8561, -9.6328, 3.8828], [-4.6342, -11.1727, 3.2729], [-3.8709, -12.2072, 2.7044], [-4.5078, -13.3560, 2.2199], [-5.8992, -13.4847, 2.3142], [-6.6555, -12.4722, 2.9092], [-6.0172, -11.3346, 3.4058], [-2.9080, -8.9294, 2.4882], [-2.8733, -9.5197, 1.2197], [-2.2564, -8.8519, 0.1574], [-1.6679, -7.5995, 0.3581], [-1.6448, -7.0352, 1.6367], [-2.2563, -7.7024, 2.7016], [-2.5245, -10.2589, 4.9713], [-1.1598, -10.0466, 4.7210], [-0.2121, -10.3546, 5.7032], [-0.6173, -10.9236, 6.9139], [-1.9674, -11.2198, 7.1302], [-2.9165, -10.9086, 6.1535], [-4.5354, -6.2992, 2.9657], [-6.9200, -4.7526, 4.6282], [-9.3621, -4.1200, 4.1658], [-11.7832, -4.6483, 4.5038], [-12.4522, -6.8179, 5.5316], [-10.6957, -8.4492, 6.2220], [-8.2894, -7.9460, 5.8165], [-2.7852, -12.1034, 2.6337], [-3.9070, -14.1467, 1.7660], [-6.3924, -14.3766, 1.9228], [-7.7395, -12.5628, 2.9943], [-6.6137, -10.5599, 3.8978], [-3.3138, -10.5040, 1.0687], [-2.2548, -9.3195, -0.8299], [-1.2223, -7.0677, -0.4845], [-1.1616, -6.0733, 1.8145], [-2.2377, -7.2563, 3.7003], [-0.8361, -9.6274, 3.7677], [0.8408, -10.1345, 5.5147], [0.1224, -11.1402, 7.6853], [-2.2870, -11.6836, 8.0645], [-3.9687, -11.1518, 6.3210]], "forces_ev_per_angstrom": [[0.70, -0.26, -0.33], [0.29, -0.12, -0.31], [0.18, -0.01, 0.07], [-0.06, 0.00, 0.36], [-0.01, 0.02, 0.12], [-0.38, 0.19, -0.29], [-0.53, 0.22, -0.36], [-0.22, 0.07, -0.20], [0.32, 0.45, 0.36], [-0.13, -0.14, 0.07], [-0.23, -0.37, -0.06], [-0.66, -0.48, -0.03], [0.23, 0.08, -0.07], [0.33, -0.16, -0.05], [0.17, 0.07, -0.06], [-0.32, 0.33, 0.08], [-0.12, 0.69, 0.47], [-0.04, -0.14, -0.07], [0.01, -0.25, -0.37], [0.05, -0.64, -0.51], [0.02, 0.34, 0.12], [-0.11, 0.21, -0.25], [-0.02, 0.26, 0.04], [0.00, -0.44, 0.29], [0.55, -0.01, 0.75], [0.23, 0.12, 0.16], [0.21, -0.09, 0.05], [0.00, -0.01, 0.24], [-0.25, 0.03, 0.07], [-0.03, -0.21, -0.14], [0.27, -0.06, -0.02], [0.05, 0.24, 0.01], [-0.12, -0.06, -0.20], [-0.11, 0.22, -0.01], [0.03, 0.07, 0.21], [1.31, -2.30, 1.07], [-1.59, 3.51, -1.47], [0.30, -2.37, 1.51], [-4.25, -3.16, 0.35], [2.94, 2.12, -0.38], [1.22, -2.86, -2.97], [-0.69, 2.09, 2.26], [0.75, 2.88, 0.29], [0.81, 0.92, 0.11], [0.41, -0.02, -0.18], [-0.91, 0.11, 0.04], [0.37, -0.27, 0.09], [-0.06, -0.09, 0.09], [0.35, -0.04, -0.06], [0.04, 0.02, 0.03], [0.10, 0.10, -0.06], [-1.53, 0.15, -2.45], [-1.90, -3.49, 3.31], [1.28, 2.27, -2.14], [3.33, 1.09, 1.97], [-2.63, -0.84, -1.73], [0.80, -0.64, -0.41], [-0.37, 0.02, 0.19], [-0.21, -0.08, -0.01], [0.09, 0.33, 0.17], [0.07, 0.18, 0.01], [0.15, -0.12, 0.04], [-0.11, -0.05, -0.10], [-0.04, 0.27, -0.20], [0.18, 0.21, 0.14], [0.01, 0.08, 0.12], [-0.09, -0.22, 0.00], [-0.12, -0.25, 0.22], [0.00, 0.06, -0.37], [0.11, -0.13, 0.34], [-0.15, 0.10, 0.25], [-0.25, -0.14, -0.02], [-0.07, 0.12, -0.20], [-0.05, 0.00, -0.24], [0.30, 0.24, 0.18], [-0.01, -0.06, -0.13], [0.07, -0.28, 0.50], [-0.17, -0.16, 0.08], [0.24, -0.15, 0.07], [0.38, 0.11, -0.08], [0.02, 0.27, -0.17], [-0.47, 0.25, -0.12], [-0.31, -0.12, 0.03], [-0.22, 0.23, 0.15], [0.13, 0.30, 0.12], [0.27, -0.03, -0.05], [0.32, -0.42, -0.32], [-0.01, 0.39, -0.11], [0.03, 0.22, 0.31], [-0.10, -0.17, 0.27], [-0.12, -0.28, -0.10], [-0.03, -0.12, -0.37], [-0.08, -0.02, 0.35], [-0.32, -0.15, 0.08], [-0.22, 0.04, -0.20], [0.12, 0.09, -0.29], [0.28, 0.11, 0.01]], "lowdin_charge": [0.049, -0.197, -0.032, -0.100, -0.037, -0.230, 0.037, -0.007, -0.413, -0.017, -0.217, 0.017, -0.039, -0.097, -0.026, -0.210, 0.058, -0.020, -0.214, 0.020, -0.051, -0.105, -0.024, -0.221, 0.057, 0.108, 0.109, 0.095, 0.106, 0.103, 0.096, 0.109, 0.103, 0.094, 0.110, 0.195, -0.081, 0.141, -0.070, 0.197, -0.069, 0.179, -0.260, -0.345, 0.045, -0.224, -0.015, -0.057, -0.035, -0.046, -0.038, 0.062, -0.152, 0.142, -0.118, 0.149, 1.100, -0.330, -0.092, -0.057, -0.045, -0.035, -0.106, -0.344, -0.084, -0.058, -0.067, -0.065, -0.122, -0.325, -0.070, -0.066, -0.071, -0.065, -0.082, 0.087, 0.144, 0.119, 0.113, 0.119, 0.121, 0.093, 0.116, 0.112, 0.117, 0.114, 0.049, 0.092, 0.115, 0.110, 0.111, 0.100, 0.103, 0.110, 0.109, 0.111, 0.103]}